80
Properties=species:S:1:pos:R:3:forces:R:3:lowdin_charge:R:1 method="wB97M-V/def2-TZVPD" total_charge=+1 homo_lumo_gap_ev=8.4439 e_homo_ev=-11.48
H 3.910349 -3.858200 4.761309 0.0 -0.2 0.0 0.105
H -4.193471 1.549296 5.526688 0.0 0.0 0.0 0.089
N -1.289921 0.557662 0.564400 0.2 0.5 -0.3 0.075
H 1.037112 -3.473878 1.592334 0.0 0.1 -0.1 0.104
H -4.656695 1.236903 3.848609 -0.1 0.0 0.0 0.053
C 3.946956 3.917254 1.381304 0.0 0.0 0.0 -0.050
C -2.853043 1.882051 1.326379 0.3 0.1 -1.2 -0.265
H 1.640224 3.389229 -4.612051 0.0 0.0 0.0 0.076
H 3.447696 4.508191 0.616028 0.0 0.0 0.0 0.085
H -4.482794 0.894633 -0.583888 0.0 0.0 0.0 0.036
H 2.482825 0.080668 1.206530 0.0 0.0 -0.1 0.087
N -5.641374 -1.249019 5.498105 0.0 0.0 0.0 0.131
H -1.452133 -5.555401 1.553166 0.0 0.0 0.0 0.094
C 2.325738 -1.106532 3.624512 -0.3 0.4 -0.3 -0.013
C 2.453609 -3.812475 3.162289 0.0 -0.2 0.1 -0.074
H 2.264391 -0.038775 3.780934 0.1 0.1 0.2 0.116
H -0.187401 -2.004254 -4.848668 0.1 0.0 0.1 0.018
H 1.129414 -3.102110 -4.413477 0.0 0.0 -0.1 0.094
C 3.978490 2.514266 0.982356 0.1 0.0 0.0 -0.235
C -2.263027 3.152632 -4.803086 0.0 -0.1 0.1 -0.055
N -0.595640 -2.595290 -6.820623 -0.1 0.0 -0.2 0.134
C 1.623896 -3.022810 2.379392 -0.1 -0.1 -0.1 -0.024
H 1.246305 1.101214 1.956199 -0.1 0.2 -0.1 0.139
H 1.762796 1.664621 -5.023650 0.0 0.0 0.0 0.058
H 5.621670 -1.460340 8.170671 0.0 0.0 0.0 0.083
C 1.571076 -1.657122 2.600513 0.2 -0.4 0.2 -0.268
C 3.238286 -3.261992 4.164652 -0.1 0.5 0.1 -0.072
H -5.709011 -0.338693 -0.251138 0.0 0.0 0.0 0.089
H 3.720885 -1.394422 5.169403 0.2 -0.1 0.2 0.070
N 0.269524 3.049633 -7.424785 -0.1 0.0 0.0 0.144
C -4.220010 0.799150 4.738721 -0.1 -0.1 0.2 -0.080
C -1.771847 -3.487578 1.515636 -0.1 -0.1 0.0 -0.249
C -5.019216 -0.344394 5.167369 0.1 0.0 0.0 -0.281
H -2.541938 -0.149507 -7.047990 -0.1 0.0 0.1 0.036
H -2.458356 -4.925020 2.871197 0.0 0.0 0.0 0.094
C 1.177696 -1.251638 -3.442712 0.1 -0.1 0.1 -0.236
C -1.585167 -4.731461 2.251453 0.0 0.0 0.0 -0.044
C -6.209073 1.048480 -1.743208 0.0 0.0 0.1 -0.280
H -0.705749 -4.652710 2.888079 0.0 0.0 0.0 0.074
H -5.951471 1.323719 0.318239 0.0 0.0 0.0 0.084
C 0.978754 2.888618 -6.537619 0.1 0.0 0.1 -0.288
C -1.181223 -1.711114 -7.260120 0.0 0.0 0.0 -0.258
H -1.234950 0.157162 -8.200062 0.0 0.0 0.0 0.081
N 1.775406 -0.397888 -2.955641 -0.2 0.2 0.1 0.126
H 3.411709 4.021132 2.323260 0.0 0.0 0.0 0.088
H 7.030646 -0.403564 7.963920 0.0 0.0 0.0 0.086
H -1.303618 3.666508 -4.811636 0.0 0.0 -0.1 0.066
C 5.291652 0.237613 6.988881 0.0 0.0 0.1 -0.277
C -2.052922 1.711796 -4.906261 0.1 0.2 -0.1 -0.260
N 4.770706 0.760475 6.110470 -0.1 0.0 -0.1 0.128
H -2.855076 3.501070 -5.646397 0.0 0.0 0.0 0.095
C -0.292599 0.759804 -0.393238 -0.5 0.1 -0.2 -0.338
N -6.724064 1.309090 -2.733988 0.0 0.1 -0.1 0.131
H 0.145700 0.993305 -2.287620 -0.1 0.0 -0.3 0.056
H 2.906519 2.828003 -5.717320 0.0 0.0 0.0 0.087
H -0.194519 -2.811864 -3.267344 0.0 0.0 0.0 0.092
H 1.653126 0.749129 -0.761171 0.1 -0.3 0.0 0.132
H -1.022873 2.033410 -1.699462 -0.7 -0.3 -0.2 0.113
N -0.660789 1.084975 -1.673581 1.1 0.4 0.5 0.190
N -1.928204 -2.512781 0.933711 0.1 0.3 -0.1 0.156
H -2.791573 3.383694 -3.878975 -0.1 0.0 0.0 0.081
H -3.203418 0.476019 4.520569 0.0 0.0 0.0 0.078
C 5.952499 -0.425658 8.107696 0.0 0.0 0.0 -0.060
N -2.391237 1.466728 0.255195 0.5 -0.5 0.5 0.098
N -1.868383 0.583959 -5.007022 0.1 0.0 0.3 0.162
H 4.963219 4.284183 1.508223 0.0 0.0 0.0 0.092
H 2.486192 -4.876750 2.977673 0.1 -0.1 0.0 0.108
C 3.155985 -1.895386 4.403391 -0.2 0.0 -0.3 -0.059
C -5.547481 0.711571 -0.487622 -0.2 0.0 0.0 -0.074
C -1.925155 -0.593184 -7.816936 0.0 -0.1 -0.4 -0.074
H 5.705410 0.084898 9.036020 0.0 0.0 0.0 0.086
C 1.875288 2.679405 -5.404270 0.0 0.0 -0.1 -0.066
N 4.010800 1.411955 0.661932 0.1 0.3 -0.1 0.154
H -1.628835 -0.404783 0.457728 0.1 -0.4 0.4 0.090
O -3.364673 2.358527 2.225160 -0.5 0.5 1.0 0.246
C 0.436705 -2.356614 -4.029541 0.0 0.1 0.2 -0.060
C 1.419053 0.257380 1.287455 -0.2 -0.4 0.8 -0.182
N 0.944293 0.611734 -0.044351 0.0 -0.5 -0.2 0.190
H -2.560527 -0.940546 -8.630342 0.1 0.0 0.0 0.088
O 0.756858 -0.877990 1.788042 0.1 -0.1 -0.4 -0.050